A 6-piece molecular cluster, C32H76O22P4 overall in a non-equilibrium geometry. Source: the OMol25 dataset; level of theory: ωB97M-V/def2-TZVPD.

The geometry in XYZ format:
```
134
Properties=species:S:1:pos:R:3:forces:R:3
C -5.292 -0.520 6.250 -1.634 -1.166 0.033
C -4.478 -1.504 5.450 1.172 0.009 0.625
O -5.175 -2.549 4.757 -0.869 0.790 -0.758
P -6.157 -2.204 3.522 0.990 -0.174 0.482
O -6.658 -3.446 2.936 0.241 0.310 -0.447
O -5.283 -1.146 2.662 -0.639 -0.875 1.360
C -5.923 -0.395 1.617 -0.358 -1.646 -1.626
C -5.983 1.078 1.888 -0.020 -0.064 -0.140
O -7.324 -1.295 4.098 0.366 0.719 -0.139
C -8.371 -1.883 4.846 -1.515 -0.021 0.817
C -9.156 -0.827 5.640 1.377 0.443 -0.244
H -6.009 -1.067 6.878 0.057 -0.188 -0.102
H -4.699 0.003 6.995 0.226 0.589 -0.589
H -5.936 0.021 5.557 0.374 0.867 0.395
H -3.856 -0.954 4.740 0.100 -0.212 0.012
H -3.847 -2.030 6.170 0.192 -0.103 -0.378
H -5.394 -0.659 0.697 0.639 0.645 0.321
H -6.829 -0.955 1.347 -0.671 0.862 0.592
H -4.959 1.452 1.945 -0.035 0.074 0.341
H -6.436 1.611 1.052 -0.148 -0.206 -0.054
H -6.552 1.287 2.793 0.152 0.093 0.062
H -9.098 -2.350 4.179 0.336 -0.261 -0.196
H -8.012 -2.638 5.548 0.317 -0.057 -0.200
H -8.478 -0.194 6.221 0.149 -0.207 0.071
H -9.633 -0.125 4.958 -0.517 -0.264 0.086
H -9.805 -1.313 6.363 -0.392 0.045 -0.306
C -1.885 2.622 -1.805 -0.965 -0.407 -0.884
C -3.269 2.272 -1.391 -1.912 -0.648 2.748
O -3.415 0.880 -0.874 0.201 -1.284 -0.890
P -4.340 -0.099 -1.729 0.471 1.135 -1.251
O -5.740 0.359 -1.826 0.375 -0.591 -0.036
O -3.531 -0.102 -3.156 -1.285 0.905 0.730
C -4.103 -0.856 -4.244 0.889 -1.653 0.188
C -3.279 -0.578 -5.482 0.484 0.478 -0.135
O -4.099 -1.554 -1.165 0.383 0.640 0.554
C -5.019 -2.631 -1.306 -0.723 -1.050 -0.726
C -4.290 -3.895 -1.813 -1.376 0.024 0.732
H -1.744 2.102 -2.756 0.652 0.246 0.023
H -1.914 3.703 -1.942 0.544 -0.008 -0.120
H -1.166 2.315 -1.052 0.123 0.105 -0.070
H -3.567 2.766 -0.456 0.374 0.551 -0.240
H -4.153 2.431 -2.010 0.634 0.226 -0.789
H -3.924 -1.872 -3.876 -0.217 -0.317 -0.692
H -5.175 -0.791 -4.434 -0.039 0.791 0.447
H -3.490 -1.154 -6.383 -0.527 -0.291 0.311
H -3.387 0.468 -5.774 0.072 0.042 0.108
H -2.225 -0.769 -5.270 0.001 0.155 0.119
H -5.554 -2.882 -0.387 0.764 0.274 0.563
H -5.878 -2.346 -1.922 0.392 0.137 -0.533
H -4.097 -3.970 -2.880 0.425 0.509 0.032
H -3.439 -4.105 -1.170 0.274 0.098 -0.291
H -5.004 -4.705 -1.628 0.064 -0.086 0.055
C 4.095 -0.144 3.088 -0.464 -1.292 -0.708
C 2.848 0.566 3.677 2.084 0.306 -0.193
O 2.161 1.357 2.715 -0.217 0.181 -0.773
P 1.217 0.709 1.617 -1.037 -0.798 0.676
O 1.168 -0.762 1.596 0.622 0.392 -0.216
O -0.198 1.323 2.017 0.721 0.204 0.210
C -1.402 0.718 1.542 -0.644 -0.666 -1.387
C -2.115 -0.106 2.610 0.941 0.695 0.746
O 1.518 1.471 0.275 -0.882 0.413 -0.332
C 2.728 1.633 -0.447 1.301 -0.252 0.260
C 3.161 0.385 -1.188 0.381 -2.154 -0.325
H 5.049 0.050 3.576 -0.241 0.234 0.371
H 3.935 -1.226 3.080 0.067 -0.013 0.259
H 4.277 0.034 2.025 -0.326 0.542 0.037
H 2.184 -0.120 4.193 -0.073 0.052 -0.020
H 3.310 1.297 4.338 -0.748 0.068 0.445
H -1.994 1.546 1.152 -0.254 -0.022 0.394
H -1.198 0.109 0.657 0.168 -0.030 0.074
H -1.671 0.341 3.508 -0.640 -0.182 0.409
H -3.196 -0.024 2.618 -0.001 0.247 -0.125
H -1.868 -1.166 2.669 0.240 0.032 -0.489
H 2.662 2.459 -1.152 -0.668 0.118 0.220
H 3.456 1.965 0.300 0.288 -0.242 -0.180
H 4.208 0.076 -1.114 0.236 0.823 0.305
H 2.701 -0.544 -0.832 -0.436 0.415 0.569
H 2.989 0.273 -2.259 -0.317 0.957 -0.049
C 4.765 -2.155 -7.615 0.163 -0.118 -0.337
C 4.212 -1.209 -6.584 -0.548 0.460 -0.292
O 5.257 -0.300 -6.160 -0.298 -0.171 0.378
P 4.854 0.991 -5.324 0.091 0.627 0.856
O 4.814 2.236 -6.099 0.212 -0.210 -0.046
O 3.477 0.660 -4.601 0.524 -0.539 0.326
C 2.251 1.404 -4.821 0.657 -0.349 -0.899
C 2.276 2.751 -4.175 -0.575 0.679 0.748
O 5.852 0.967 -4.048 -1.125 -0.448 -1.496
C 7.168 1.481 -4.065 1.148 0.990 1.738
C 7.216 3.012 -4.152 -0.415 -0.405 -0.625
H 3.994 -2.747 -8.112 -0.239 -0.126 0.500
H 5.199 -1.612 -8.457 0.294 0.211 0.293
H 5.507 -2.822 -7.179 0.046 -0.012 -0.108
H 3.395 -0.628 -7.022 0.094 0.113 -0.117
H 3.772 -1.672 -5.701 0.290 -0.338 -0.006
H 2.131 1.384 -5.907 -0.342 0.515 0.072
H 1.458 0.801 -4.380 0.108 -0.083 0.006
H 2.278 2.602 -3.095 0.070 0.051 0.011
H 3.078 3.449 -4.408 0.240 -0.446 -0.429
H 1.343 3.287 -4.371 -0.058 -0.144 -0.113
H 7.540 1.195 -3.074 -0.016 0.038 -0.021
H 7.911 1.021 -4.722 -0.742 -0.193 -0.688
H 6.662 3.505 -3.353 0.093 -0.238 0.223
H 8.252 3.346 -4.144 -0.017 0.041 -0.010
H 6.721 3.312 -5.076 0.268 0.152 -0.080
C 2.755 8.023 -2.362 -0.137 -0.028 -0.621
C 2.821 6.490 -2.330 0.251 1.643 -0.279
O 2.529 6.006 -1.026 0.510 0.470 0.470
C 1.374 5.450 -0.774 -1.303 -1.562 -0.210
O 0.619 4.962 -1.593 0.262 0.555 0.189
O 1.178 5.381 0.548 0.486 0.217 -0.331
C 0.018 4.660 0.967 -0.579 0.502 0.011
H 1.796 8.459 -2.076 0.021 -0.320 0.534
H 2.806 8.316 -3.416 0.432 -0.029 -0.001
H 3.585 8.480 -1.828 -0.159 0.091 0.132
H 3.866 6.235 -2.493 -0.170 -0.422 -0.304
H 2.158 6.161 -3.125 -0.029 -0.841 0.347
H -0.859 5.002 0.417 0.071 -0.043 -0.131
H -0.124 4.952 2.004 0.137 -0.313 0.093
H 0.120 3.586 0.840 0.219 -0.005 0.076
C 4.766 -3.810 5.835 0.056 -0.002 -0.761
C 5.513 -4.631 4.786 -0.918 0.849 0.796
O 5.323 -5.993 5.141 -0.242 -0.426 0.768
C 5.677 -6.942 4.288 1.334 1.253 -0.283
O 6.137 -6.716 3.202 -0.284 -0.410 -0.608
O 5.592 -8.115 4.883 -0.909 -0.548 0.644
C 5.628 -9.233 4.042 0.536 -1.234 -2.113
H 5.268 -3.899 6.796 -0.198 0.154 0.102
H 3.715 -4.089 5.899 0.059 -0.126 0.132
H 4.804 -2.790 5.445 0.025 0.160 0.458
H 6.543 -4.290 4.890 0.253 -0.616 -0.634
H 5.070 -4.411 3.816 0.418 -0.245 -0.226
H 6.596 -9.384 3.552 0.292 0.194 0.592
H 4.996 -9.182 3.149 -0.462 0.610 0.403
H 5.350 -10.164 4.528 0.033 0.403 0.720
```
Forces are in eV/Å.

Computed properties:
net charge = 0
lowest unoccupied orbital energy = 0.574 eV
SMILES = CCOP(=O)(OCC)OCC.CCOP(=O)(OCC)OCC.CCOP(=O)(OCC)OCC.CCOP(=O)(OCC)OCC.CCOC(=O)OC.CCOC(=O)OC
highest occupied orbital energy = -10.3 eV
energy = -4285.9429 Eh

Atomic partial charges in e from the Löwdin method, atoms 1 to 6:
1 C -0.0755
2 C -0.2662
3 O -0.1626
4 P 0.4178
5 O -0.2206
6 O -0.1969



C32H77AlBO21 as an isolated structure. Source: the OMol25 dataset; level of theory: ωB97M-V/def2-TZVPD.

The geometry in XYZ format:
```
132
Properties=species:S:1:pos:R:3:forces:R:3
O -2.135 1.401 -4.033 -0.103 -0.095 0.208
B -2.526 2.570 -4.674 -0.109 -0.137 -0.050
O -2.300 2.659 -6.027 -0.004 -0.118 0.132
O -3.048 3.618 -3.929 0.207 0.018 0.124
C -4.473 3.756 -4.103 0.075 0.138 -0.100
C -4.763 4.672 -5.314 0.131 0.097 0.078
O -4.808 3.906 -6.489 0.191 0.164 -0.009
Al -5.553 2.345 -6.023 -0.202 -0.353 -0.096
O -4.777 0.955 -6.749 0.054 0.056 -0.298
O -5.021 2.516 -4.310 -0.265 0.203 0.010
H -2.525 0.640 -4.483 0.278 0.161 -0.163
H -2.878 3.333 -6.421 -0.163 0.129 -0.056
H -4.851 4.236 -3.191 0.139 -0.087 0.124
H -3.968 5.425 -5.375 -0.081 0.082 0.035
H -5.715 5.193 -5.122 -0.031 -0.020 -0.103
H -7.138 2.362 -6.239 -0.034 -0.101 0.070
H -3.935 1.169 -7.164 -0.052 -0.131 0.172
C 4.666 -2.249 -1.237 -0.026 -0.083 0.008
O 3.388 -1.800 -0.863 0.039 0.110 -0.050
C 3.382 -1.185 0.412 -0.018 -0.101 -0.010
C 2.117 -0.381 0.615 -0.093 -0.028 0.153
O 2.117 0.881 -0.022 0.119 -0.042 -0.080
C 1.836 0.869 -1.420 -0.063 0.143 -0.069
C 0.381 0.631 -1.748 0.139 -0.217 -0.070
O 0.090 -0.760 -1.669 -0.059 0.045 0.139
C -1.302 -0.990 -1.563 0.009 -0.045 -0.050
H 5.065 -2.977 -0.518 0.005 0.009 0.003
H 4.572 -2.729 -2.210 0.002 -0.004 0.003
H 5.374 -1.415 -1.319 0.006 -0.006 0.026
H 4.257 -0.532 0.524 -0.018 0.021 0.000
H 3.428 -1.964 1.188 0.072 0.029 0.026
H 2.037 -0.170 1.684 -0.024 0.016 -0.008
H 1.248 -0.970 0.314 0.047 -0.040 -0.017
H 2.464 0.145 -1.944 -0.027 -0.037 0.031
H 2.102 1.870 -1.766 0.006 -0.003 0.009
H 0.160 0.992 -2.759 -0.078 0.070 0.050
H -0.241 1.183 -1.035 0.002 0.026 -0.008
H -1.696 -0.558 -0.634 -0.031 0.014 -0.015
H -1.459 -2.068 -1.546 0.031 -0.005 -0.004
H -1.842 -0.555 -2.406 -0.020 0.035 0.030
C -0.048 -5.569 5.117 0.036 -0.056 0.021
O 0.034 -5.877 3.748 -0.025 0.113 -0.044
C -1.235 -6.152 3.184 0.038 -0.032 0.040
C -1.184 -6.088 1.674 -0.034 -0.060 -0.027
O -1.221 -4.773 1.155 -0.003 -0.004 0.034
C -0.005 -4.041 1.190 0.031 0.106 -0.017
C 0.982 -4.434 0.117 0.137 0.044 0.027
O 1.696 -5.606 0.487 -0.155 -0.092 -0.042
C 2.345 -6.186 -0.619 0.099 -0.007 0.107
H -0.489 -6.395 5.690 -0.006 0.004 -0.001
H 0.965 -5.393 5.475 -0.001 -0.003 0.002
H -0.648 -4.667 5.287 -0.014 -0.012 0.000
H -1.974 -5.426 3.548 -0.014 -0.008 -0.015
H -1.558 -7.159 3.488 -0.047 0.024 0.027
H -2.091 -6.568 1.299 0.018 -0.012 -0.024
H -0.320 -6.644 1.301 0.029 0.028 0.052
H 0.465 -4.100 2.176 0.023 -0.042 -0.023
H -0.292 -3.004 1.006 -0.016 -0.005 0.013
H 1.695 -3.613 -0.037 -0.050 0.023 -0.098
H 0.445 -4.601 -0.825 -0.020 0.024 0.003
H 1.625 -6.518 -1.376 0.003 0.047 -0.021
H 2.901 -7.050 -0.258 0.020 0.006 -0.021
H 3.044 -5.477 -1.082 -0.016 -0.022 -0.055
C -2.488 2.402 5.988 -0.064 -0.044 -0.005
O -2.729 2.937 4.711 0.129 0.046 -0.019
C -3.100 4.300 4.761 -0.034 -0.051 0.014
C -2.978 4.948 3.400 -0.061 0.044 -0.035
O -1.652 5.304 3.049 0.012 0.017 0.101
C -0.802 4.253 2.607 0.053 0.008 -0.072
C -1.093 3.793 1.197 0.005 -0.100 -0.008
O -2.201 2.919 1.172 -0.091 0.120 0.021
C -2.710 2.772 -0.142 0.019 -0.028 -0.053
H -3.376 2.474 6.629 0.005 0.006 0.003
H -2.231 1.352 5.859 -0.003 -0.001 0.003
H -1.656 2.916 6.485 -0.014 0.011 0.007
H -2.461 4.840 5.474 -0.012 0.023 -0.009
H -4.144 4.382 5.099 0.019 0.030 0.050
H -3.526 5.892 3.442 -0.001 -0.003 -0.027
H -3.436 4.317 2.635 0.028 -0.060 0.043
H -0.825 3.408 3.299 -0.058 -0.028 -0.047
H 0.203 4.679 2.617 -0.008 0.012 0.031
H -0.205 3.281 0.798 -0.002 0.037 -0.041
H -1.294 4.674 0.571 0.048 0.009 -0.001
H -3.088 3.723 -0.534 0.018 0.007 0.000
H -3.527 2.055 -0.110 0.019 -0.025 0.017
H -1.937 2.408 -0.824 -0.075 -0.003 -0.092
C 5.717 -12.607 -0.074 -0.050 -0.005 0.060
O 6.165 -11.333 0.320 0.058 0.032 -0.122
C 7.498 -11.352 0.790 -0.058 -0.016 0.022
C 8.071 -9.954 0.836 0.036 0.000 0.072
O 8.499 -9.466 -0.425 -0.015 -0.013 0.001
C 7.486 -8.993 -1.299 -0.001 0.014 -0.081
C 6.960 -7.621 -0.944 -0.077 0.005 0.014
O 6.013 -7.704 0.104 0.111 -0.029 0.094
C 5.754 -6.447 0.686 -0.095 -0.003 -0.024
H 5.759 -13.322 0.756 0.006 -0.001 -0.003
H 4.684 -12.505 -0.399 -0.001 -0.002 0.003
H 6.316 -13.000 -0.904 0.011 -0.007 0.013
H 8.121 -11.976 0.135 0.020 0.008 0.013
H 7.523 -11.780 1.803 0.033 -0.045 -0.021
H 8.975 -9.991 1.448 -0.005 0.027 0.005
H 7.361 -9.271 1.308 -0.042 -0.035 -0.032
H 6.660 -9.704 -1.371 -0.022 0.033 0.043
H 7.967 -8.921 -2.276 0.001 -0.025 0.001
H 6.485 -7.181 -1.833 0.035 0.049 0.005
H 7.799 -6.978 -0.646 0.015 -0.004 -0.031
H 6.657 -6.027 1.145 0.011 0.007 -0.033
H 4.998 -6.590 1.455 -0.017 0.009 -0.015
H 5.371 -5.739 -0.058 0.016 0.034 0.026
C -4.048 11.935 -2.470 0.041 0.048 0.005
O -3.816 11.303 -1.235 -0.041 -0.100 -0.022
C -4.965 11.296 -0.411 0.045 0.042 -0.023
C -4.823 10.287 0.707 -0.027 0.038 0.051
O -5.080 8.954 0.310 0.003 0.009 0.001
C -4.036 8.283 -0.385 0.009 -0.063 -0.046
C -2.923 7.796 0.512 0.075 0.036 -0.031
O -2.032 8.852 0.834 -0.126 0.025 0.111
C -1.208 8.514 1.926 0.060 -0.008 -0.080
H -4.358 12.979 -2.335 -0.006 -0.003 0.001
H -3.114 11.914 -3.029 -0.002 0.001 0.000
H -4.820 11.412 -3.046 -0.009 0.010 0.009
H -5.855 11.049 -1.004 -0.010 0.000 0.017
H -5.106 12.296 0.026 -0.055 0.003 -0.025
H -5.590 10.516 1.450 0.022 -0.007 0.022
H -3.842 10.383 1.180 0.020 0.006 -0.064
H -3.633 8.903 -1.188 0.036 0.011 0.040
H -4.509 7.406 -0.831 -0.015 0.018 -0.017
H -2.372 6.997 -0.004 -0.008 -0.033 0.043
H -3.353 7.377 1.430 -0.014 -0.033 -0.020
H -1.803 8.335 2.829 0.019 -0.039 0.004
H -0.530 9.348 2.102 -0.009 0.012 -0.029
H -0.627 7.609 1.719 0.003 -0.009 0.049
```
Forces are in eV/Å.

Computed properties:
net charge = -1
lowest unoccupied orbital energy = 1.832 eV
highest occupied orbital energy = -6.0 eV
energy = -3112.8563 Eh

Atomic partial charges in e from the Löwdin method, atoms 1 to 6:
1 O 0.1508
2 B -0.8470
3 O 0.1720
4 O 0.1041
5 C -0.4077
6 C -0.2320